No. 1
# C28H31F11N3O2

4 unconnected molecules or ions with the total composition C28H31F11N3O2 (ωB97M-V with the def2-TZVPD basis set, the OMol25 dataset).

Structure (XYZ):
```
75
Properties=species:S:1:pos:R:3:forces:R:3:mulliken_charge:R:1
C 7.5191 0.6320 -1.2097 0.004 -0.139 0.031 -0.7325
O 6.4413 1.4326 -1.7054 -0.054 -0.013 -0.045 -0.2267
C 6.4168 1.5516 -3.0966 0.084 -0.116 0.063 -0.6911
N 5.5983 2.7219 -3.4020 -0.294 0.007 0.533 -0.2593
C 4.2813 2.6714 -3.0584 -0.232 -0.357 -0.298 0.4351
N 3.5261 1.5944 -3.3933 0.747 0.160 0.397 -0.1528
N 3.6946 3.7108 -2.4959 -0.018 0.032 -0.038 -0.0727
C 2.2694 3.7303 -2.1611 0.009 0.030 -0.050 -0.1391
C 1.3408 3.9395 -3.3782 0.298 -0.136 0.107 -0.6355
O 0.2278 3.0766 -3.2947 -0.328 0.095 -0.513 -0.2254
C -0.8626 3.4741 -2.4921 0.196 0.032 0.263 -1.2029
C -1.0167 2.4506 -1.3606 -0.488 0.284 -0.108 1.0206
F -1.7017 3.0602 -0.3627 0.092 -0.164 0.018 -0.3370
F 0.2198 2.1616 -0.8890 -0.188 -0.125 0.278 -0.0990
C -1.7655 1.0985 -1.6512 0.189 0.055 0.145 0.4172
F -1.3051 0.1783 -0.7659 -0.087 0.304 -0.199 -0.3208
F -3.0810 1.3004 -1.4133 0.486 -0.073 -0.275 -0.3065
C -1.6518 0.4707 -3.0798 0.150 -0.319 0.223 0.9539
F -2.3185 1.2634 -3.9461 0.006 0.100 -0.036 -0.3228
F -2.2837 -0.7132 -3.0170 -0.138 0.137 0.028 -0.2705
C -0.2324 0.2180 -3.6762 -0.145 -0.118 -0.253 -0.0613
F 0.7140 0.1931 -2.6936 0.003 0.004 -0.041 -0.1827
F -0.2195 -0.9814 -4.2892 0.029 0.177 0.164 -0.3115
H 7.2208 0.2550 -0.2338 0.007 0.120 -0.029 0.1340
H 8.4235 1.2366 -1.1159 0.000 -0.048 -0.041 0.3058
H 7.7093 -0.2220 -1.8654 0.000 0.032 0.002 0.3884
H 7.4112 1.7101 -3.5222 -0.038 0.084 0.018 0.4413
H 5.9935 0.6543 -3.5599 0.025 0.051 -0.088 0.3286
H 6.0383 3.5318 -2.9765 0.072 0.112 -0.364 0.2949
H 4.0322 0.8467 -3.8434 -0.060 -0.021 -0.009 0.3750
H 2.8645 1.2596 -2.7021 -0.285 0.164 -0.203 0.0045
H 4.2618 4.5022 -2.2346 0.034 -0.075 0.047 0.2707
H 2.0189 2.7819 -1.6907 0.001 0.159 0.021 -0.1533
H 2.1250 4.5069 -1.4123 0.070 -0.064 0.034 0.4540
H 1.0470 4.9879 -3.4743 -0.128 -0.050 0.042 0.3712
H 1.8670 3.6629 -4.2942 -0.036 -0.002 0.074 0.4192
H -0.6872 4.4339 -1.9936 0.064 -0.072 -0.043 0.4566
H -1.7740 3.5727 -3.0842 0.030 -0.159 0.014 0.4091
H 0.0049 0.9847 -4.4102 0.095 0.103 0.139 0.2585
F -5.4635 -2.3111 2.7441 -0.004 0.046 -0.047 -0.3161
C -5.1883 -2.3980 1.4251 0.008 -0.021 -0.037 0.5771
C -5.9697 -3.2158 0.6347 -0.043 -0.037 0.009 -0.5259
C -5.6772 -3.2995 -0.7190 0.036 0.018 0.010 -0.3890
C -4.6205 -2.5766 -1.2550 0.026 0.005 -0.046 -0.6924
C -3.8506 -1.7614 -0.4369 -0.312 -0.169 0.135 0.2596
C -4.1344 -1.6665 0.9183 0.083 0.065 0.029 -0.7395
H -6.7860 -3.7719 1.0749 -0.002 0.014 0.011 0.4311
H -6.2792 -3.9330 -1.3561 -0.007 -0.014 0.002 0.3724
H -4.3969 -2.6495 -2.3111 -0.006 0.007 -0.006 0.4207
H -3.0415 -1.1895 -0.8470 0.062 -0.081 -0.008 0.1717
H -3.5521 -1.0366 1.5779 -0.015 -0.008 0.013 0.4416
F -6.1868 -6.7032 7.8687 -0.003 -0.006 0.002 -0.3135
C -5.6841 -5.7098 7.1087 0.019 0.031 -0.025 0.3945
C -4.6333 -4.9625 7.6003 0.036 0.003 0.056 -0.5265
C -4.1221 -3.9437 6.8095 -0.026 -0.005 -0.039 -0.2680
C -4.6615 -3.6849 5.5568 0.014 0.009 -0.006 -0.5153
C -5.7197 -4.4513 5.0874 0.034 -0.061 0.134 -0.0451
C -6.2382 -5.4764 5.8665 -0.059 -0.031 -0.060 -0.6028
H -4.2320 -5.1791 8.5808 -0.008 -0.016 -0.001 0.4138
H -3.2966 -3.3485 7.1770 0.003 0.006 0.014 0.3538
H -4.2607 -2.8874 4.9475 -0.010 0.012 -0.020 0.3779
H -6.1467 -4.2524 4.1158 0.003 0.022 -0.030 0.3175
H -7.0594 -6.0906 5.5227 -0.006 -0.003 0.022 0.4089
F 5.7015 0.1700 1.7987 0.076 -0.012 -0.008 -0.3363
C 4.3805 0.4417 1.8016 -0.133 0.049 0.009 0.4272
C 3.6185 0.0317 0.7259 0.029 0.014 -0.121 -0.4093
C 2.2605 0.3198 0.7262 0.008 0.047 -0.060 -0.2303
C 1.6879 1.0061 1.7884 0.000 0.032 0.009 -0.8304
C 2.4780 1.3999 2.8603 -0.009 -0.005 -0.060 -0.4447
C 3.8375 1.1190 2.8742 0.052 0.016 0.041 -0.5392
H 4.0867 -0.5051 -0.0890 0.017 -0.041 0.026 0.4937
H 1.6468 0.0036 -0.1082 -0.039 -0.047 0.025 0.4856
H 0.6296 1.2289 1.7823 -0.005 -0.017 0.007 0.4995
H 2.0359 1.9302 3.6927 0.001 -0.010 0.018 0.3975
H 4.4700 1.4129 3.7006 0.010 -0.005 -0.004 0.4454
```
Positions in Å, forces in eV/Å.

Summary:
**E**: -67989.9654 eV
**Total charge**: +1
**Highest occupied orbital energy**: -10.105 eV
**Frontier orbital gap**: 7.3288 eV

***

No. 2
# C28H31F5NO7P2Ti

A molecular structure, C28H31F5NO7P2Ti (ωB97M-V with the def2-TZVPD basis set, the OMol25 dataset).

Structure (XYZ):
```
75
Properties=species:S:1:pos:R:3:forces:R:3:mulliken_charge:R:1
Ti 0.6599 -0.6083 0.9258 -0.282 -0.203 -0.347 -0.2009
O -0.8523 0.6838 0.8123 0.213 0.025 -0.030 -0.4001
C -0.1069 1.4856 0.1440 0.026 0.173 0.075 1.1352
O 1.1442 1.1936 0.1681 -0.084 -0.154 0.131 -0.5984
C -0.6661 2.5422 -0.7102 0.123 -0.119 0.009 -0.8855
P -1.4663 1.5286 -2.1123 -0.134 0.076 -0.017 0.4613
C -1.5228 2.7414 -3.4748 0.058 0.001 0.014 0.6132
C -0.5724 3.7389 -3.6676 -0.013 0.008 -0.023 -0.3695
C -0.6185 4.5457 -4.7971 0.009 0.005 -0.004 -0.7096
C -1.6054 4.3570 -5.7507 -0.018 -0.015 -0.004 -0.4842
C -2.5475 3.3516 -5.5759 0.015 0.000 0.022 -0.6651
C -2.5036 2.5474 -4.4492 -0.006 0.010 -0.034 -0.4988
C -3.1857 1.5563 -1.4861 0.070 -0.006 0.013 0.0819
C -3.6405 0.4251 -0.8138 0.018 0.018 -0.017 0.1240
C -4.9128 0.4025 -0.2589 -0.036 0.004 0.015 -0.6636
C -5.7394 1.5094 -0.3775 0.031 -0.010 0.003 -0.5316
C -5.2886 2.6443 -1.0407 0.006 0.021 -0.013 -0.6909
C -4.0162 2.6715 -1.5888 -0.037 -0.011 -0.021 -0.1871
H 0.1357 3.1766 -1.0756 0.019 -0.035 -0.011 0.4585
H -1.4222 3.1247 -0.1878 -0.050 -0.050 -0.007 0.4845
H 0.2215 3.9011 -2.9509 -0.001 0.009 -0.007 0.2085
H 0.1232 5.3221 -4.9304 0.001 0.000 0.005 0.4085
H -1.6396 4.9861 -6.6298 0.001 0.004 0.001 0.3903
H -3.3182 3.1926 -6.3183 -0.001 0.002 -0.002 0.3943
H -3.2458 1.7677 -4.3223 -0.006 0.003 -0.004 0.3903
H -2.9825 -0.4281 -0.6994 -0.012 -0.028 -0.011 0.0855
H -5.2585 -0.4787 0.2663 0.002 0.001 0.002 0.4488
H -6.7338 1.4941 0.0485 -0.003 -0.012 0.001 0.3949
H -5.9322 3.5096 -1.1301 0.004 0.004 -0.003 0.4122
H -3.6721 3.5565 -2.1109 -0.022 0.003 0.019 0.4462
N -2.0555 -2.8133 -0.8359 -0.036 0.065 -0.030 -0.4540
C -1.1740 -2.7591 -1.9846 -0.021 -0.079 0.200 -0.4569
C 0.2265 -2.2778 -1.6611 0.017 -0.097 -0.399 0.3512
O 1.1655 -2.4091 -2.3805 0.043 0.026 0.146 -0.5374
O 0.3625 -1.6543 -0.4499 0.061 0.187 0.666 -0.3301
H -1.9842 -3.6954 -0.3463 0.027 0.017 0.038 0.2169
H -3.0204 -2.6945 -1.1118 0.003 -0.047 -0.039 0.2295
H -1.5637 -2.0542 -2.7217 0.028 0.063 0.016 0.2948
H -1.0297 -3.7088 -2.5068 -0.027 0.006 -0.042 0.4199
C 3.0316 -2.9508 5.6534 -0.005 0.016 -0.023 -1.1087
C 3.0218 -3.5315 4.2628 -0.010 -0.022 0.085 -0.3444
O 3.1818 -2.4399 3.3142 0.001 0.035 -0.030 -0.2691
P 2.6732 -2.6419 1.8182 0.082 -0.004 -0.020 0.1083
O 4.0350 -3.0446 1.0980 -0.066 0.045 -0.033 -0.3500
C 3.9857 -3.4190 -0.3134 0.010 -0.020 0.008 0.0419
C 5.2810 -4.1066 -0.6546 0.004 -0.004 0.003 -1.4674
O 2.5762 -0.9405 1.4512 -0.142 0.048 -0.061 0.3229
C 3.5502 0.0825 1.9021 0.164 0.097 -0.035 -0.1126
C 4.8386 -0.0079 1.1221 -0.053 -0.041 -0.005 -1.3069
H 2.9209 -3.7512 6.3848 0.001 0.001 0.002 0.4083
H 2.2103 -2.2459 5.7847 0.000 -0.004 0.001 0.1278
H 3.9712 -2.4347 5.8466 -0.003 0.001 0.006 0.3251
H 2.0808 -4.0482 4.0533 0.005 -0.001 -0.019 0.3937
H 3.8468 -4.2287 4.1168 -0.004 0.005 -0.030 0.3187
H 3.8398 -2.5136 -0.9040 -0.001 0.007 0.010 0.2447
H 3.1266 -4.0746 -0.4727 -0.003 0.011 -0.005 0.3353
H 6.1265 -3.4413 -0.4832 0.004 -0.007 -0.001 0.3253
H 5.2748 -4.3932 -1.7060 -0.002 0.003 -0.001 0.4145
H 5.4119 -5.0040 -0.0515 0.007 0.002 -0.003 0.3295
H 3.6917 -0.0702 2.9688 -0.035 -0.026 0.003 0.2730
H 3.0518 1.0334 1.7323 -0.036 -0.021 0.023 0.3318
H 5.3826 -0.9209 1.3507 0.009 0.006 -0.016 0.3015
H 5.4622 0.8447 1.3923 -0.003 0.008 0.012 0.4537
H 4.6457 0.0423 0.0502 0.008 0.003 -0.001 0.3043
F -0.9829 -3.4072 2.3508 -0.021 -0.014 0.012 -0.3645
C -0.7036 -2.4181 3.2063 0.069 0.049 -0.136 0.4837
C -0.0889 -1.2625 2.7611 0.089 -0.037 -0.088 0.3203
C 0.2054 -0.3051 3.7071 -0.016 -0.050 -0.156 0.8158
F 0.8536 0.8018 3.2463 -0.012 0.032 0.066 -0.4632
C -0.0885 -0.4270 5.0459 0.014 0.059 0.053 0.0047
F 0.2183 0.5169 5.9274 0.003 -0.012 -0.008 -0.3041
C -0.7122 -1.5974 5.4566 -0.029 -0.047 0.025 0.8027
F -1.0051 -1.7682 6.7353 -0.001 -0.004 -0.006 -0.3213
C -1.0172 -2.5986 4.5415 -0.003 0.014 0.058 0.1443
F -1.5945 -3.7175 4.9644 -0.010 0.006 0.002 -0.3062
```
Positions in Å, forces in eV/Å.

Summary:
**E**: -100639.6165 eV
**Total charge**: +1
**Relative energy (zero: lowest compared OMol25 entry of this formula, charge and spin)**: 6.40 kcal/mol
**Highest occupied orbital energy**: -10.917 eV
**Frontier orbital gap**: 6.6218 eV

***

No. 3
# C28H31FN6O3SW

A molecular structure, C28H31FN6O3SW in a non-equilibrium geometry (ωB97M-V with the def2-TZVPD basis set, the OMol25 dataset).

Structure (XYZ):
```
71
Properties=species:S:1:pos:R:3:forces:R:3:nbo_charge:R:1
W 0.6012 0.4016 0.2972 1.045 2.877 0.800 2.0500
C -0.6622 -2.7916 3.1453 -0.333 -0.334 0.137 -0.2291
C 0.0613 -1.8000 2.4966 0.257 0.455 -0.243 0.0868
N -0.3828 -1.1435 1.4200 -0.665 -1.167 0.593 -0.4920
C -1.6066 -1.5276 0.9425 0.095 -0.119 0.284 0.1357
C -2.4086 -2.5116 1.5474 0.251 0.301 -0.138 -0.0728
C -1.9087 -3.1508 2.6916 0.231 0.109 0.052 -0.0936
C -3.6729 -2.8219 0.9632 -0.222 -0.007 -0.179 -0.1550
C -4.0941 -2.1919 -0.1577 -0.140 -0.231 0.197 -0.1626
C -3.2837 -1.2103 -0.8035 0.373 0.142 0.115 -0.0928
C -3.6624 -0.5573 -1.9861 0.228 0.117 0.009 -0.0666
C -2.7731 0.3267 -2.5469 -0.464 -0.158 -0.205 -0.2463
C -1.5429 0.5584 -1.9548 0.587 0.079 0.231 0.1277
N -1.1393 -0.0132 -0.8124 -1.862 -0.625 -0.878 -0.5428
C -2.0332 -0.8897 -0.2478 -0.017 0.035 -0.286 0.2350
H -0.2263 -3.2725 4.0097 0.020 0.034 0.000 0.2566
H 1.0323 -1.5107 2.8685 -0.010 -0.003 -0.012 0.2499
H -2.4924 -3.9117 3.1938 -0.002 -0.012 -0.019 0.2504
H -4.2800 -3.5853 1.4323 -0.031 0.024 -0.014 0.2455
H -5.0509 -2.4393 -0.5993 -0.002 0.012 0.011 0.2466
H -4.6246 -0.7574 -2.4394 0.003 -0.007 -0.005 0.2489
H -3.0121 0.8479 -3.4634 0.034 0.004 0.008 0.2556
H -0.8507 1.2293 -2.4308 -0.040 -0.004 0.056 0.2308
C 1.6432 -2.4226 -0.9318 -0.199 0.185 -0.272 -0.2397
N 1.8416 -1.2079 -0.1099 1.138 -0.600 0.122 -0.5775
C 2.8649 -1.2576 0.7313 -0.371 0.069 -0.234 0.1786
C 2.9182 -0.3642 1.8024 0.134 0.011 0.377 -0.0340
C 3.9098 -0.0664 2.7452 -0.038 -0.087 -0.131 -0.1656
C 3.3851 0.9283 3.5599 0.079 0.018 0.040 -0.2879
C 2.0983 1.1956 3.0925 -0.380 0.123 0.004 0.0323
N 1.7884 0.4132 2.0498 0.500 -0.754 -0.265 -0.5779
C 1.4751 -2.1730 -2.4115 0.108 -0.017 0.100 -0.0767
C 0.2394 -2.2684 -3.0386 0.019 0.030 0.026 -0.2156
C 0.1279 -2.0533 -4.4066 -0.066 0.014 -0.059 -0.2104
C 1.2548 -1.7606 -5.1620 0.002 0.024 0.007 -0.2025
C 2.5008 -1.7057 -4.5487 0.044 0.028 0.027 -0.2193
C 2.6080 -1.9154 -3.1820 -0.057 0.087 0.030 -0.1613
H 0.7765 -2.9635 -0.5377 -0.023 0.035 -0.033 0.2041
H 2.5140 -3.0644 -0.7920 -0.024 -0.044 0.097 0.2201
H 3.6244 -2.0254 0.6185 0.022 0.010 -0.051 0.2194
H 4.8876 -0.5192 2.7982 -0.008 0.026 0.034 0.2456
H 3.8677 1.4120 4.3926 -0.018 -0.011 0.008 0.2472
H 1.3921 1.9144 3.4767 -0.012 0.022 -0.017 0.2028
H -0.6371 -2.5561 -2.4678 -0.034 0.054 0.055 0.2062
H -0.8353 -2.1462 -4.8926 0.005 0.006 0.016 0.2278
H 1.1707 -1.6078 -6.2299 -0.012 -0.016 0.009 0.2369
H 3.3902 -1.5262 -5.1390 -0.017 0.013 0.003 0.2360
H 3.5833 -1.9018 -2.7068 0.008 0.028 -0.024 0.2123
C -0.0544 5.2304 -0.7883 -0.019 0.036 0.102 -0.2581
O 0.6242 4.3932 -1.7438 0.000 0.169 -0.099 -0.4708
C 0.5918 3.0969 -1.5702 0.084 -0.369 0.065 0.9341
O -0.0193 2.5277 -0.6598 -0.114 -0.132 -0.119 -0.6854
N 1.2546 2.4412 -2.5457 -0.042 0.097 -0.028 -0.4574
N 1.4511 1.0656 -2.4190 -0.163 -0.172 -0.425 -0.6280
H -0.3108 6.1397 -1.3199 0.009 -0.009 -0.022 0.2233
H 0.6255 5.4579 0.0301 0.014 -0.034 0.000 0.2018
H -0.9468 4.7350 -0.4160 -0.018 0.005 -0.036 0.1977
H 1.8283 2.9796 -3.1764 0.034 0.089 -0.022 0.4136
H 2.4346 0.8787 -2.2669 0.068 -0.074 0.237 0.3939
H 1.1775 0.6105 -3.2850 0.005 -0.075 -0.054 0.3858
C -1.2262 3.4679 3.3451 -0.102 -0.083 -0.094 -0.8059
S -1.9127 2.0688 2.4366 0.422 -0.097 0.170 1.2974
C -1.9846 0.9012 3.8140 -0.102 0.071 -0.178 -0.8135
O -0.7629 1.5689 1.5746 -0.254 0.191 0.281 -1.0030
H -2.0518 4.0244 3.7894 -0.025 -0.051 -0.013 0.2635
H -0.7091 4.0964 2.6226 -0.041 -0.029 -0.047 0.2617
H -0.5423 3.1303 4.1205 0.045 -0.049 -0.037 0.2423
H -2.4616 1.3736 4.6723 -0.029 0.047 -0.051 0.2641
H -0.9629 0.6098 4.0512 0.058 0.058 0.033 0.2460
H -2.5692 0.0345 3.5084 0.021 0.014 -0.051 0.2438
F 2.1501 1.5325 -0.0503 0.015 -0.379 0.007 -0.6132
```
Positions in Å, forces in eV/Å.

Summary:
**E**: -59989.1366 eV
**Total charge**: +2
**Multiplicity**: 3
**Relative energy (zero: lowest compared OMol25 entry of this formula, charge and spin)**: 19.40 kcal/mol
**Highest occupied orbital energy (alpha / beta)**: -12.523 / -13.398 eV
**Frontier orbital gap (alpha / beta)**: 6.2422 / 6.6514 eV